Formula: C9H14N4O3
Source: the OMol25 dataset
Level of theory: ωB97M-V/def2-TZVPD

Positions of all 30 atoms, in Å:
C1 -2.378 -1.785 -0.968
C2 -2.665 -0.824 0.217
N1 -4.055 -0.498 0.260
C3 -1.784 0.436 0.058
O1 -2.238 1.596 -0.087
N2 -0.429 0.356 0.136
C4 0.332 1.471 0.729
C5 1.502 0.870 1.523
C6 2.272 -0.127 0.638
C7 3.246 0.035 -0.296
N3 3.535 -1.240 -0.837
C8 2.623 -2.100 -0.296
N4 1.810 -1.466 0.600
C9 0.888 2.397 -0.338
O2 2.045 2.692 -0.462
O3 -0.064 2.886 -1.116
H1 -1.260 -1.702 -1.160
H2 -2.874 -1.461 -1.901
H3 -2.609 -2.825 -0.766
H4 -2.416 -1.285 1.220
H5 -4.245 -0.150 -0.703
H6 -4.058 0.367 0.856
H7 0.016 -0.526 0.128
H8 -0.348 2.062 1.317
H9 2.191 1.658 1.889
H10 1.071 0.261 2.389
H11 3.794 0.962 -0.531
H12 4.433 -1.474 -1.117
H13 2.615 -3.140 -0.547
H14 -0.952 2.555 -0.831

ΔE to the lowest compared entry with this formula, charge and spin (kJ/mol): 98.7
SMILES: C[C@H](N)C(=O)N[C@@H](Cc1c[nH]cn1)C(=O)O
Spin multiplicity: 1
Highest occupied orbital energy (eV): -9.1306